72
Properties=species:S:1:pos:R:3:mulliken_charge:R:1 method="wB97M-V/def2-TZVPD" max_force_ev_per_a=0.7 homo_energy_ev=-9.09 gap_ev=7.8 charge=0 smiles="CCOC(=O)CCCC1=C(Cc2ccc(C)cc2)C(=O)C=CC1=O.C[C@@H]1COC(=O)O1.C[C@@H]1COC(=O)O1" relative_energy_kcal_mol=0.0
C 6.03610 -3.01663 0.55593 -1.1311
C 5.77486 -1.52253 0.41903 0.0034
O 4.84264 -1.29856 -0.64436 -0.3257
C 4.19757 -0.08733 -0.59345 -0.0084
O 4.74209 0.92285 -0.93472 -0.5655
C 2.77194 -0.14977 -0.10592 0.1009
C 2.72453 -0.05485 1.43228 -0.2605
C 1.53534 0.75897 1.94895 -1.6146
C 0.20880 0.39396 1.33612 0.5719
C -0.43793 -0.77652 1.47535 1.1301
C 0.04280 -1.95861 2.27176 -1.4713
C 0.61317 -3.08241 1.42336 0.5842
C 1.88247 -3.57851 1.70388 -0.2605
C 2.44166 -4.60948 0.95738 -0.9385
C 1.74184 -5.17214 -0.10063 0.9074
C 2.33482 -6.26931 -0.94463 -1.5258
C 0.45949 -4.69726 -0.37098 -0.9637
C -0.09729 -3.67431 0.37899 -0.4055
C -1.78704 -0.94967 0.84483 0.3416
O -2.56079 -1.78783 1.25952 -0.6115
C -2.17719 -0.05099 -0.26319 -0.6212
C -1.52271 1.09725 -0.40994 -0.7300
C -0.43390 1.46685 0.51487 0.1737
O -0.08031 2.62687 0.60347 -0.4930
H 5.59665 -3.55222 -0.28389 0.2550
H 7.10180 -3.24080 0.56572 0.3851
H 5.61354 -3.42483 1.47240 0.2507
H 6.70773 -0.99649 0.20880 0.3557
H 5.39275 -1.12328 1.36011 0.1621
H 2.37290 -1.11771 -0.41445 0.2236
H 2.22028 0.66240 -0.57337 0.3451
H 3.62351 0.45566 1.78693 0.7646
H 2.73529 -1.03974 1.88945 -0.1072
H 1.46974 0.64665 3.03515 0.4151
H 1.69906 1.81899 1.76772 0.3888
H -0.83375 -2.34980 2.79501 0.5109
H 0.75954 -1.67016 3.03799 0.4695
H 2.44502 -3.15426 2.52747 0.3978
H 3.43015 -4.97629 1.19732 0.3596
H 2.31246 -5.98133 -1.99623 0.3625
H 3.37504 -6.45687 -0.68440 0.3450
H 1.77412 -7.19665 -0.83244 0.3397
H -0.09911 -5.13217 -1.19026 0.4218
H -1.09780 -3.34785 0.13488 0.4810
H -3.00624 -0.34085 -0.88862 0.5027
H -1.79841 1.80642 -1.17943 0.5033
C 0.37929 5.64955 -0.10988 -1.3914
C 0.75473 6.98575 0.47619 0.5340
C -0.18898 7.50481 1.54142 -0.4466
O -0.07640 8.92479 1.39406 -0.3397
C 0.30079 9.18308 0.11689 0.6321
O 0.30225 10.26058 -0.38027 -0.5268
O 0.66820 8.03986 -0.50460 -0.3633
H 1.15417 5.29528 -0.78886 0.3541
H 0.24682 4.90963 0.67250 0.3975
H -0.54575 5.73508 -0.68142 0.3285
H 1.78261 6.96911 0.84885 0.2295
H 0.09248 7.21322 2.54998 0.3180
H -1.22464 7.21234 1.35133 0.3007
C -8.39328 -0.35926 -3.07333 -1.4303
C -7.10015 -1.06542 -2.75461 0.4727
C -6.50151 -0.73455 -1.40193 -0.5183
O -5.09693 -0.88947 -1.64408 -0.2583
C -4.87690 -0.67738 -2.96584 0.6288
O -3.79959 -0.53868 -3.44611 -0.5268
O -6.04482 -0.63865 -3.63926 -0.3616
H -8.81271 -0.72295 -4.01021 0.3538
H -9.12220 -0.52814 -2.28055 0.3674
H -8.22273 0.71211 -3.18064 0.3571
H -7.21008 -2.14643 -2.87228 0.2425
H -6.81742 -1.41038 -0.61176 0.3311
H -6.69446 0.29729 -1.09942 0.2968

95
Properties=species:S:1:pos:R:3:mulliken_charge:R:1 method="wB97M-V/def2-TZVPD" max_force_ev_per_a=0.8 homo_energy_ev=-8.24 gap_ev=9.0 charge=0 relative_energy_kcal_mol=3.9
C -2.56133 8.68110 1.04217 -1.5227
C -2.45036 7.38284 0.25233 0.1220
C -2.71873 7.62332 -1.23284 -1.0711
N -2.46227 6.44305 -2.04291 0.5651
C -3.34282 5.32690 -1.74048 -1.7481
H -3.68210 4.86944 -2.67355 0.5962
C -2.59904 4.24565 -0.90367 1.2285
O -1.22955 4.52521 -0.80613 -0.5838
H -1.08826 5.30512 -1.37744 0.2989
C -2.79310 2.85315 -1.54245 -1.9760
N -1.93500 1.89860 -0.88706 0.4799
C -2.07380 1.47525 0.40138 0.2143
O -3.02386 1.66823 1.11596 -0.6797
C -0.79711 0.70830 0.75110 1.4468
N -0.06051 0.78266 -0.49965 0.7181
C -0.70951 1.52292 -1.43243 0.6558
O -0.33083 1.77830 -2.55071 -0.6947
C 1.28313 0.31959 -0.70883 -2.0962
N 1.37920 -1.06621 -1.08776 0.5743
C 1.74931 -2.02602 -0.20960 0.5497
O 1.96520 -1.88901 0.97438 -0.6897
N 1.87377 -3.21931 -0.91478 0.5117
C 1.57295 -3.06545 -2.23623 0.2945
O 1.60183 -3.92702 -3.07652 -0.6775
C 1.19117 -1.59636 -2.42861 1.3955
C -0.27158 -1.53960 -2.87650 -1.6603
H -0.55672 -0.51556 -3.09878 0.3119
H -0.38795 -2.14363 -3.77277 0.4945
H -0.92037 -1.93936 -2.09979 0.3235
C 2.10188 -0.92348 -3.45330 -1.9212
H 1.73475 0.07396 -3.68270 0.3637
H 3.12068 -0.85895 -3.07634 0.4426
H 2.10313 -1.51702 -4.36369 0.4389
C 2.11093 -4.48074 -0.25716 -1.1895
H 2.62045 -5.14378 -0.95677 0.2467
H 2.73402 -4.29505 0.62170 0.4479
C 0.77768 -5.10324 0.20364 0.3598
O -0.06258 -4.12573 0.76009 -0.5412
H 0.43303 -3.67901 1.46003 0.1640
H 0.22944 -5.48803 -0.66363 0.6273
C 1.06988 -6.26975 1.17316 -1.5710
N 1.88968 -5.83698 2.28635 1.0112
C 1.17031 -5.24733 3.40634 -1.5769
H 1.14473 -5.92670 4.26992 0.4417
H 0.13373 -5.06722 3.11217 0.4938
C 1.80942 -3.92189 3.83826 0.3369
C 0.95583 -3.20922 4.87965 -1.5988
H 1.42579 -2.27714 5.18288 0.4050
H 0.82673 -3.83230 5.76265 0.4082
H -0.02855 -2.98079 4.47610 0.3216
H 1.94334 -3.27391 2.97031 0.0430
H 2.80086 -4.11776 4.25098 0.3969
C 2.94326 -6.75542 2.66488 -1.2118
C 2.48705 -8.13686 3.16065 0.0860
C 3.67877 -9.00090 3.55077 -1.3690
H 4.34052 -9.14419 2.69916 0.3302
H 4.24755 -8.52928 4.34934 0.3290
H 3.34723 -9.97746 3.89590 0.3867
H 1.82805 -8.01842 4.02315 0.2627
H 1.91660 -8.63534 2.37433 0.2707
H 3.59640 -6.88887 1.79619 0.3874
H 3.53138 -6.27088 3.44809 0.3297
H 0.10853 -6.69577 1.49573 0.1743
H 1.60887 -7.03225 0.60859 0.6184
H 1.71357 0.93794 -1.50305 0.5540
H 1.85430 0.43090 0.21777 0.4702
C -0.07936 1.45254 1.88037 -2.0085
H 0.79016 0.89118 2.21341 0.4229
H 0.22913 2.44013 1.54302 0.4270
H -0.76466 1.56668 2.71609 0.4495
C -1.12262 -0.72540 1.16259 -1.6711
H -1.54490 -1.28287 0.33005 0.3877
H -0.22334 -1.22871 1.50506 0.1915
H -1.84915 -0.70416 1.97045 0.5110
H -2.48676 2.86668 -2.59144 0.4958
H -3.83317 2.53486 -1.44785 0.2062
H -3.00209 4.20081 0.11710 0.4719
H -4.23350 5.66243 -1.19858 0.3524
C -2.33693 6.71413 -3.46866 -1.0252
H -1.96189 7.73209 -3.59534 0.4166
C -1.35583 5.74947 -4.14222 0.2387
C 0.09543 6.09819 -3.83360 -1.2992
H 0.34978 7.07328 -4.24480 0.3893
H 0.26966 6.12245 -2.76087 0.2645
H 0.75974 5.35599 -4.26846 0.3556
H -1.55689 4.72896 -3.81487 -0.2418
H -1.51378 5.78943 -5.22190 0.4790
H -3.31638 6.66085 -3.97094 0.3339
H -3.75470 7.98366 -1.36261 0.2754
H -2.04553 8.41256 -1.57811 0.4814
H -1.45055 6.96315 0.37009 0.2078
H -3.16231 6.65900 0.65013 0.2304
H -2.38341 8.49809 2.09871 0.4075
H -3.55375 9.11355 0.93135 0.3383
H -1.83135 9.40772 0.69184 0.3610

96
Properties=species:S:1:pos:R:3:mulliken_charge:R:1 method="wB97M-V/def2-TZVPD" max_force_ev_per_a=0.7 homo_energy_ev=-7.56 gap_ev=7.5 charge=0 relative_energy_kcal_mol=0.0
Y -0.00551 0.16817 -0.07665 -1.1776
C 0.60837 1.25449 4.86610 -1.0372
Si -0.26345 1.62724 3.24738 -0.2056
C -1.83338 0.60574 3.22195 -0.8872
C -0.81502 3.42408 3.17972 -0.9511
N 0.69122 1.26738 1.85433 0.7581
P 2.27946 1.02103 1.55276 1.7833
C 2.42466 0.48494 -0.01910 -2.0859
P 2.25177 1.41315 -1.39628 3.2592
N 0.77366 1.14182 -2.02988 -0.0651
Si 0.13058 0.63564 -3.54801 -0.0670
C -0.56677 2.08937 -4.50130 -1.0439
C -1.28850 -0.54958 -3.20436 -1.0765
C 1.32960 -0.31125 -4.63875 -1.1408
C 2.41020 3.20915 -1.07269 0.3815
C 1.39603 3.84053 -0.35219 0.1751
C 1.50320 5.16739 0.02989 -0.7779
C 2.63676 5.89614 -0.30604 -0.7465
C 3.65694 5.28234 -1.01492 -0.8424
C 3.54543 3.94952 -1.39200 -0.5791
C 3.55584 1.11405 -2.62332 -0.0610
C 3.63233 1.86488 -3.79553 -0.1743
C 4.64283 1.63131 -4.71310 -0.8279
C 5.58487 0.63780 -4.46680 -0.6031
C 5.51699 -0.11046 -3.30148 -0.5941
C 4.50650 0.13176 -2.37730 -0.5933
C 2.82468 -0.26890 2.72458 0.2833
C 2.22596 -1.52460 2.63152 -0.5146
C 2.53086 -2.53224 3.52981 -0.7101
C 3.45571 -2.29805 4.54192 -0.5935
C 4.06856 -1.05982 4.63743 -0.8084
C 3.75499 -0.04998 3.73337 -0.2848
C 3.34258 2.43009 1.99784 1.3981
C 2.97438 3.37949 2.94569 -0.5377
C 3.85143 4.39044 3.31329 -1.0603
C 5.11308 4.45638 2.73701 -0.6377
C 5.48886 3.51401 1.78982 -0.7621
C 4.60703 2.50830 1.42061 -0.4875
H -0.07355 1.47180 5.69464 0.4962
H 1.52253 1.82908 5.02821 0.3141
H 0.87661 0.19552 4.92268 0.2729
H -2.36320 0.71515 4.17351 0.5125
H -1.64197 -0.45986 3.07258 0.2029
H -2.51686 0.94091 2.43671 0.0683
H -1.35859 3.71461 4.08439 0.4800
H -1.49772 3.55404 2.33213 0.2051
H 0.01151 4.12473 3.04035 0.2457
H -1.32210 2.61140 -3.90624 0.2681
H -1.03588 1.77331 -5.43784 0.3900
H 0.21699 2.81244 -4.74633 0.3030
H -2.11909 -0.08442 -2.66947 0.1180
H -0.98250 -1.43584 -2.63562 0.2974
H -1.68499 -0.92592 -4.15253 0.5374
H 1.92327 0.33315 -5.28806 0.3090
H 0.74669 -0.98057 -5.28000 0.5343
H 2.02479 -0.92567 -4.06151 0.3016
H 0.52413 3.28254 -0.03746 -0.1271
H 0.70563 5.62768 0.60174 0.4817
H 2.72655 6.93262 -0.00638 0.4015
H 4.55128 5.83647 -1.27138 0.4225
H 4.36377 3.48612 -1.92689 0.4024
H 2.90001 2.64223 -3.99092 0.4834
H 4.69573 2.21930 -5.62111 0.4325
H 6.37307 0.45215 -5.18555 0.3890
H 6.25113 -0.88244 -3.10694 0.4286
H 4.43258 -0.43728 -1.45695 0.4117
H 1.51157 -1.72977 1.84153 0.2552
H 2.05036 -3.49862 3.44256 0.4571
H 3.69710 -3.08231 5.24848 0.3860
H 4.79356 -0.87299 5.42010 0.4300
H 4.24100 0.91257 3.82917 0.4303
H 1.99621 3.34060 3.40426 0.3092
H 3.54752 5.12517 4.04856 0.4087
H 5.79961 5.24362 3.02159 0.3664
H 6.46860 3.56392 1.33035 0.4232
H 4.89466 1.77626 0.67362 0.3853
F -2.67267 -4.97221 0.32717 -0.3492
C -2.79983 -3.63548 0.21200 0.1920
C -1.68248 -2.83058 0.33871 -0.4114
C -1.78308 -1.44429 0.22431 0.7425
C -3.06703 -0.89227 -0.00365 0.4295
C -4.15208 -1.75123 -0.15437 0.3789
F -5.38410 -1.26725 -0.44839 -0.3770
C -4.05207 -3.12318 -0.05029 -0.9259
C -3.23833 0.58244 -0.10758 -0.4111
C -4.41649 1.23859 0.25341 -0.5272
C -4.49374 2.61313 0.13233 -0.6949
C -3.40378 3.32545 -0.35037 -1.1719
C -2.25753 2.61965 -0.64957 -0.5462
N -2.16713 1.29209 -0.51428 1.0765
H -0.73230 -3.32431 0.52069 0.4950
H -4.91623 -3.75884 -0.17699 0.5099
H -5.25074 0.67220 0.63365 0.5750
H -5.40303 3.12939 0.41485 0.4202
H -3.43201 4.39835 -0.47840 0.4946
H -1.36911 3.11281 -1.02685 0.5624